# 1
# C35H74N6O7S2

A molecular structure, C35H74N6O7S2 (wB97M-V/def2-TZVPD, OMol25).

Geometry as XYZ:
```
124
Properties=species:S:1:pos:R:3:lowdin_charge:R:1
C 4.136 0.412 2.733 -0.12
C 4.336 -0.903 1.890 -0.26
C 3.010 -1.672 1.566 -0.21
C 2.054 -0.719 0.746 -0.20
C 1.304 -1.448 -0.462 -0.19
C -0.217 -1.552 -0.058 -0.22
C -1.169 -1.908 -1.247 -0.19
C -2.672 -2.171 -0.780 -0.20
C -3.673 -1.136 -1.425 -0.20
C -5.172 -1.651 -1.391 -0.18
C -5.554 -1.856 0.128 -0.21
C -7.035 -1.498 0.485 -0.20
C -7.344 0.047 0.540 -0.13
C -6.258 0.917 1.215 -0.08
C -5.509 0.602 2.380 -0.19
N -5.759 -0.635 3.076 0.07
C -4.444 1.528 2.924 -0.13
C -3.698 0.985 4.183 -0.17
S -2.597 -0.374 3.578 0.71
O -1.351 -0.472 4.334 -0.36
O -2.262 -0.024 2.188 -0.38
C -4.134 2.796 2.346 -0.09
C -3.060 3.732 2.943 -0.14
C -1.999 4.231 1.908 -0.19
C -1.057 3.051 1.376 -0.15
C -1.153 2.976 -0.196 -0.21
N 0.151 3.419 -0.763 -0.01
C 0.262 2.914 -2.129 -0.52
N 0.557 1.698 -2.336 0.15
N 0.038 3.792 -3.262 0.07
C -4.938 3.177 1.149 -0.26
N -4.827 4.361 0.472 -0.23
S -5.934 4.236 -0.766 0.97
N -6.602 2.744 -0.509 -0.24
C -5.970 2.235 0.586 -0.27
H 4.726 1.229 2.251 0.07
H 4.495 0.320 3.791 0.07
H 3.078 0.762 2.790 0.06
H 5.088 -1.529 2.436 0.10
H 4.793 -0.610 0.892 0.08
H 2.522 -1.910 2.545 0.11
H 3.177 -2.619 1.001 0.10
H 2.613 0.175 0.369 0.11
H 1.267 -0.335 1.436 0.09
H 1.410 -0.780 -1.352 0.09
H 1.771 -2.437 -0.674 0.10
H -0.522 -0.537 0.307 0.09
H -0.277 -2.260 0.807 0.11
H -0.758 -2.789 -1.794 0.11
H -1.179 -1.033 -1.939 0.10
H -2.658 -2.124 0.334 0.08
H -2.932 -3.229 -1.050 0.11
H -3.590 -0.212 -0.788 0.11
H -3.371 -0.911 -2.479 0.11
H -5.248 -2.634 -1.922 0.11
H -5.842 -0.887 -1.856 0.11
H -5.428 -2.951 0.357 0.11
H -4.795 -1.325 0.746 0.08
H -7.245 -1.917 1.503 0.07
H -7.765 -2.001 -0.200 0.12
H -8.295 0.169 1.130 0.13
H -7.602 0.384 -0.495 0.11
H -6.749 -0.824 3.191 0.09
H -5.251 -1.424 2.679 0.06
H -4.495 0.559 4.843 0.11
H -3.125 1.765 4.721 0.10
H -3.282 -1.574 3.493 0.06
H -3.608 4.633 3.338 0.13
H -2.516 3.306 3.814 0.10
H -1.311 4.927 2.463 0.11
H -2.421 4.822 1.068 0.08
H -1.366 2.107 1.879 0.08
H 0.008 3.230 1.671 0.11
H -1.367 1.912 -0.469 0.11
H -1.996 3.581 -0.621 0.11
H 0.205 4.441 -0.754 0.11
H 0.690 1.236 -1.428 0.04
H -0.921 4.140 -3.259 0.07
H 0.699 4.569 -3.192 0.07
C 7.015 0.339 -2.888 -0.10
C 6.073 1.218 -2.089 -0.31
O 5.800 0.633 -0.818 -0.10
H 6.581 -0.653 -3.032 0.08
H 7.225 0.777 -3.864 0.06
H 7.959 0.202 -2.358 0.06
H 5.124 1.336 -2.612 0.11
H 6.508 2.211 -1.933 0.11
H 6.641 0.540 -0.356 0.08
C 12.234 0.888 -3.647 -0.09
C 10.894 0.181 -3.724 -0.31
O 9.828 1.123 -3.680 -0.11
H 12.305 1.472 -2.728 0.08
H 13.057 0.171 -3.674 0.07
H 12.350 1.587 -4.480 0.07
H 10.772 -0.500 -2.880 0.11
H 10.814 -0.399 -4.650 0.11
H 9.934 1.719 -4.434 0.06
C -6.734 -4.687 2.873 -0.08
C -7.483 -4.259 4.122 -0.30
O -6.747 -3.267 4.837 -0.08
H -5.752 -5.085 3.133 0.06
H -7.289 -5.451 2.326 0.08
H -6.567 -3.834 2.211 0.04
H -7.628 -5.109 4.789 0.11
H -8.466 -3.850 3.865 0.11
H -6.627 -2.509 4.252 0.03
C -1.381 -5.161 3.803 -0.08
C -1.987 -3.989 3.059 -0.31
O -3.394 -4.181 2.889 -0.11
H -1.556 -6.091 3.258 0.08
H -0.306 -5.027 3.935 0.08
H -1.843 -5.275 4.787 0.08
H -1.539 -3.891 2.070 0.11
H -1.825 -3.055 3.607 0.08
H -3.786 -4.257 3.768 0.07
C 8.151 2.896 -8.396 -0.09
C 8.865 2.273 -7.213 -0.33
O 9.847 3.167 -6.693 -0.09
H 8.864 3.146 -9.184 0.08
H 7.401 2.215 -8.804 0.08
H 7.658 3.827 -8.104 0.07
H 9.373 1.356 -7.513 0.11
H 8.156 2.029 -6.414 0.10
H 9.393 3.973 -6.420 0.08
```

The electronic energy is -82434.279 eV. For the lowest unoccupied orbital energy, the calculation gives -0.901 eV.

# 2
# C35H75N5O17S2

A molecular structure, C35H75N5O17S2 (wB97M-V/def2-TZVPD, OMol25).

Geometry as XYZ:
```
134
Properties=species:S:1:pos:R:3:lowdin_charge:R:1
C -2.863 -3.347 2.403 0.01
C -2.247 -3.643 3.746 -0.54
O -1.845 -2.772 4.505 0.04
N -2.127 -4.956 4.015 0.00
C -1.647 -5.535 5.253 -0.06
H -3.827 -3.815 2.211 0.09
H -2.144 -3.722 1.663 0.06
H -2.924 -2.288 2.166 0.08
H -2.369 -5.639 3.319 0.12
H -1.776 -6.615 5.245 0.08
H -2.256 -5.176 6.083 0.09
H -0.589 -5.306 5.373 0.09
C 5.308 -0.275 1.228 0.02
C 4.911 1.101 0.764 -0.53
O 3.738 1.364 0.516 0.01
N 5.877 2.041 0.722 0.02
C 5.590 3.425 0.408 -0.06
H 6.356 -0.523 1.070 0.08
H 4.652 -1.009 0.770 0.09
H 5.115 -0.297 2.305 0.09
H 6.825 1.723 0.822 0.13
H 6.375 4.058 0.820 0.09
H 4.670 3.735 0.897 0.08
H 5.536 3.581 -0.670 0.07
C -2.777 3.114 2.643 0.00
C -2.053 2.330 3.726 -0.56
O -2.147 2.642 4.903 0.03
N -1.349 1.269 3.288 0.02
C -0.555 0.399 4.152 -0.04
H -3.072 2.446 1.834 0.08
H -2.060 3.859 2.292 0.06
H -3.647 3.606 3.062 0.08
H -1.184 1.224 2.295 0.08
H -1.204 -0.341 4.615 0.08
H -0.249 1.075 4.953 0.06
H 0.288 0.006 3.596 0.08
C -1.203 3.662 -0.380 0.02
C 0.090 4.311 0.034 -0.53
O 1.161 3.735 -0.135 0.02
N -0.015 5.498 0.668 0.02
C 1.106 6.223 1.196 -0.07
H -2.025 4.372 -0.443 0.09
H -1.424 2.907 0.373 0.06
H -1.047 3.118 -1.305 0.06
H -0.929 5.914 0.703 0.13
H 1.214 7.212 0.735 0.08
H 2.013 5.678 0.943 0.07
H 1.030 6.409 2.268 0.09
C 4.105 1.144 -4.717 0.01
C 3.900 1.018 -3.222 -0.53
O 4.165 -0.059 -2.688 0.01
N 3.492 2.052 -2.438 0.03
C 3.191 3.400 -2.839 -0.07
H 5.026 0.593 -4.888 0.09
H 4.121 2.160 -5.101 0.06
H 3.299 0.624 -5.237 0.08
H 3.628 1.785 -1.466 0.09
H 3.863 4.094 -2.321 0.08
H 2.201 3.710 -2.499 0.06
H 3.299 3.514 -3.911 0.07
C 0.591 -6.606 -0.123 -0.15
C 0.024 -5.408 0.651 -0.16
O -0.588 -6.031 1.800 -0.21
S 0.454 -7.113 2.309 0.58
O -0.151 -8.039 3.165 -0.20
O 1.654 -6.485 2.724 -0.21
O 0.767 -7.652 0.826 -0.19
H 1.528 -6.365 -0.621 0.13
H -0.125 -6.920 -0.884 0.13
H -0.760 -4.871 0.131 0.10
H 0.795 -4.704 0.950 0.12
C 1.060 0.415 0.610 -0.14
C 1.248 0.125 -0.890 -0.15
O 0.179 -0.728 -1.308 -0.19
S -0.670 -1.219 -0.050 0.57
O -0.057 -2.335 0.578 -0.20
O -2.022 -1.217 -0.429 -0.20
O -0.334 0.053 0.839 -0.24
H 1.068 1.494 0.744 0.10
H 1.715 -0.123 1.283 0.12
H 2.230 -0.313 -1.074 0.12
H 1.216 1.061 -1.444 0.10
C -2.567 -4.471 -3.773 -0.15
C -1.129 -4.127 -4.205 -0.15
C -0.720 -3.182 -3.091 -0.21
O -1.279 -3.752 -1.910 -0.18
C -2.523 -4.343 -2.243 -0.19
H -2.795 -5.500 -4.058 0.11
H -3.294 -3.798 -4.219 0.11
H -1.119 -3.609 -5.161 0.11
H -0.496 -5.011 -4.184 0.11
H -1.124 -2.168 -3.211 0.11
H 0.355 -3.085 -2.933 0.13
H -3.392 -3.749 -1.937 0.11
H -2.576 -5.306 -1.729 0.12
C -0.036 2.970 -5.217 -0.14
C -0.632 1.947 -4.266 -0.16
C 0.319 0.755 -4.309 -0.17
O 0.927 0.831 -5.590 -0.14
C 0.999 2.172 -6.043 -0.19
H 0.424 3.803 -4.682 0.10
H -0.792 3.410 -5.864 0.11
H -1.674 1.713 -4.514 0.11
H -0.774 2.260 -3.227 0.08
H -0.148 -0.208 -4.133 0.11
H 1.088 0.968 -3.555 0.10
H 0.807 2.206 -7.117 0.12
H 2.024 2.554 -5.965 0.09
C 1.741 3.110 4.185 -0.15
C 1.990 2.406 5.539 -0.16
C 3.221 3.151 6.098 -0.21
O 3.818 3.894 5.052 -0.14
C 3.147 3.585 3.833 -0.21
H 1.108 3.976 4.382 0.12
H 1.386 2.442 3.406 0.09
H 2.195 1.352 5.357 0.11
H 1.180 2.535 6.253 0.11
H 3.928 2.452 6.556 0.11
H 2.906 3.836 6.891 0.11
H 3.710 2.766 3.359 0.11
H 3.178 4.446 3.164 0.11
C -7.619 -0.803 -2.359 -0.18
C -6.467 0.196 -2.270 -0.16
C -5.482 -0.553 -1.360 -0.20
O -5.743 -1.947 -1.522 -0.15
C -6.884 -2.133 -2.374 -0.20
H -8.239 -0.735 -3.258 0.11
H -8.331 -0.700 -1.538 0.11
H -6.860 1.104 -1.809 0.11
H -6.052 0.482 -3.236 0.11
H -5.700 -0.277 -0.324 0.12
H -4.443 -0.354 -1.619 0.10
H -7.427 -2.992 -1.983 0.12
H -6.545 -2.349 -3.394 0.11
```

The calculation puts the relative energy (zero: lowest compared OMol25 entry of this formula, charge and spin) at 0.0 kJ/mol. The electronic energy is -101438.918 eV. For the lowest unoccupied orbital energy, the calculation gives 0.287 eV.

no.,HOMO level (eV)
1,-8.8
2,-9.0